# 1
A structure of composition C33H80AsF6N4O15, computed with ωB97M-V with the def2-TZVPD basis set.

Geometry as XYZ:
```
139
Properties=species:S:1:pos:R:3:mulliken_charge:R:1
As -0.2008 21.2609 10.9609 2.079
F 0.0181 22.0127 12.5892 -0.659
F 1.5346 20.8121 11.0065 -0.437
F -0.3401 20.6905 9.2562 -0.620
F -1.9364 21.8089 11.0091 -0.556
F 0.1815 22.8700 10.1898 -0.510
F -0.6223 19.7205 11.8075 -0.265
C -4.1941 17.0964 18.5380 -1.070
C -4.7594 16.8349 17.1765 -0.210
O -4.5146 18.0322 16.3016 -0.378
C -3.6448 17.9459 15.2762 0.709
O -3.1113 16.8563 14.9090 -0.596
O -3.3645 19.2136 14.8920 -0.375
C -2.3004 19.3913 13.9100 0.128
H -3.1057 17.1547 18.5293 0.298
H -4.5079 16.2537 19.1540 0.364
H -4.5784 17.9255 19.1321 0.309
H -5.8484 16.8200 17.2224 0.243
H -4.4736 15.9730 16.5735 0.337
H -1.4215 19.9934 14.1406 0.284
H -2.7698 19.9249 13.0836 0.189
H -1.8110 18.5035 13.5093 -0.311
C 0.6632 17.2754 13.7925 -0.573
C 0.5858 15.7936 14.1173 -0.453
O 1.5716 15.2619 13.3408 -0.073
C 1.9203 13.9802 13.5900 0.593
O 1.3767 13.2280 14.3526 -0.545
O 2.9802 13.6136 12.7977 -0.323
C 3.4576 12.2580 12.6540 -0.682
H 0.3295 17.5305 12.7866 0.050
H 1.6514 17.7354 13.7940 0.148
H 0.0552 17.9391 14.4073 0.336
H -0.4482 15.4553 14.0502 0.329
H 0.8403 15.5802 15.1555 0.314
H 3.6152 11.8010 13.6310 0.280
H 4.1903 12.0196 11.8831 0.280
H 2.6235 11.7372 12.1838 0.295
C -4.5479 20.6843 6.1118 -0.670
O -4.4782 19.4032 6.8098 -0.431
C -3.6158 19.5770 7.9356 -0.225
C -3.5926 18.1233 8.5903 -0.535
N -2.7510 18.1557 9.8024 0.350
C -2.9803 17.1047 10.7479 0.043
C -2.6639 15.6933 10.2316 -0.761
O -3.7034 15.1845 9.4323 -0.329
C -3.3201 14.2214 8.4064 -0.771
H -5.2187 20.4093 5.2980 0.322
H -3.6507 20.9225 5.5406 0.257
H -4.9812 21.4979 6.6936 0.212
H -3.9298 20.2634 8.7220 0.467
H -2.5908 19.8597 7.6959 0.130
H -3.2560 17.2583 8.0189 0.047
H -4.5917 17.9719 8.9991 0.329
H -2.4330 19.0955 9.9919 -0.140
H -4.0266 17.1620 11.0479 0.323
H -2.3727 17.2802 11.6356 -0.324
H -2.7269 14.9621 11.0376 0.436
H -1.6852 15.6092 9.7592 0.399
H -4.1878 13.5682 8.3148 0.292
H -2.5423 13.5226 8.7143 0.346
H -3.1096 14.6305 7.4182 0.246
C 4.5862 21.6422 8.8566 -0.683
O 4.3624 20.4067 8.1362 -0.330
C 3.3680 20.4953 7.1587 -0.578
C 2.4037 19.2784 7.3578 -0.426
N 1.2039 19.4817 6.4904 -0.413
C 0.2078 18.3944 6.6307 -0.001
C -0.7530 18.3334 5.4365 -0.688
O -0.2684 17.7876 4.2362 -0.411
C -1.0872 18.0830 3.0301 -0.775
H 4.9834 22.3274 8.1077 0.389
H 5.3320 21.6106 9.6509 0.252
H 3.6959 22.0786 9.3093 0.203
H 3.7994 20.4416 6.1591 0.296
H 2.7452 21.3884 7.2094 0.356
H 2.2679 19.2213 8.4378 0.185
H 2.9326 18.3508 7.1386 0.383
H 0.7486 20.3198 6.8225 0.372
H -0.3557 18.6814 7.5185 -0.064
H 0.5938 17.3989 6.8501 0.467
H -1.2138 19.3086 5.2797 0.232
H -1.6312 17.7560 5.7255 0.388
H -1.4137 19.1221 2.9898 0.306
H -2.0749 17.6653 3.2252 0.345
H -0.6147 17.7003 2.1254 0.257
C -2.2178 28.4757 15.0318 -0.865
O -1.7795 27.1127 15.0679 -0.350
C -1.3403 26.7065 13.7842 -0.353
C -0.8939 25.2191 13.9787 -0.372
N 0.4030 25.2799 14.7109 -0.370
C 1.0583 23.9804 14.9951 -0.950
C 0.2103 22.7841 15.5484 0.184
O -0.4009 22.9763 16.8208 -0.457
C -1.3131 21.9511 17.1588 -0.653
H -2.7090 28.8834 14.1483 0.304
H -1.3244 29.0886 15.1520 0.330
H -2.7305 28.7117 15.9643 0.293
H -0.5277 27.3277 13.4075 0.296
H -2.1611 26.7546 13.0686 0.192
H -0.7772 24.5846 13.1001 0.294
H -1.5483 24.6289 14.6202 0.281
H 0.2810 25.7057 15.6186 0.304
H 1.8929 24.2131 15.6565 0.423
H 1.3987 23.6950 13.9997 0.299
H 0.7086 21.8154 15.5113 0.514
H -0.6744 22.7133 14.9156 -0.141
H -0.6398 21.1345 17.4193 0.311
H -1.9624 21.6847 16.3248 0.215
H -1.8575 22.2380 18.0586 0.285
C -0.6324 27.7476 9.5796 -0.561
O -1.5295 26.8666 8.9715 -0.444
C -1.6131 25.5144 9.5358 0.350
C -2.8544 24.8028 8.8531 -0.618
N -4.2153 25.3878 9.0422 -0.350
C -4.6037 25.4061 10.4024 0.056
C -5.1655 24.0189 10.8575 -0.287
O -6.1759 23.4731 10.0665 -0.269
C -7.5026 23.9360 10.4772 -0.822
H 0.4342 27.5354 9.5057 0.328
H -0.8578 27.7420 10.6460 0.039
H -0.6310 28.7923 9.2687 0.311
H -1.8064 25.5647 10.6073 -0.416
H -0.6231 25.1091 9.3266 0.457
H -2.9378 23.7728 9.1998 0.250
H -2.8027 24.7423 7.7660 0.373
H -4.8176 24.7061 8.6034 0.384
H -5.2607 26.2264 10.6915 0.356
H -3.8746 25.6612 11.1714 -0.395
H -5.4493 23.8938 11.9024 0.532
H -4.3165 23.3422 10.7604 -0.169
H -7.8293 23.5013 11.4219 0.329
H -8.2825 23.7389 9.7417 0.258
H -7.5422 24.9816 10.7825 0.308
C 3.9333 19.8608 13.2224 -0.388
O 3.7331 19.2559 11.8946 -0.532
H 3.1892 19.3831 13.8596 0.111
H 4.9536 19.7654 13.5939 0.289
H 3.6405 20.9088 13.1590 0.172
H 3.1570 19.6653 11.2449 0.334
```

LUMO level in eV: 2.30
Total charge: -1
HOMO energy in Ha: -0.2118

# 2
A cluster of 10 separate species, C33H81F9O34P7 in total, computed with ωB97M-V with the def2-TZVPD basis set.

Geometry as XYZ:
```
164
Properties=species:S:1:pos:R:3:mulliken_charge:R:1
C -0.8848 -0.0091 -1.1278 -0.281
O -0.7181 0.2602 0.2597 0.228
O -2.3197 -0.0271 -1.2667 -0.701
C -0.0899 1.1464 -1.9682 0.476
F 1.2099 0.8352 -1.8894 -0.226
F -0.1763 1.0240 -3.2755 -0.321
F -0.3064 2.4273 -1.7158 0.017
C 0.5325 -0.0847 0.8599 -0.301
C 0.5069 0.0755 2.3719 0.091
H -0.4076 -0.3659 2.7681 0.039
H 1.3226 -0.4751 2.8406 -0.271
H 0.5836 1.1544 2.5070 0.175
H 1.3452 0.4872 0.4119 0.096
H 0.8332 -1.1180 0.6869 0.021
H -0.5234 -0.9937 -1.4244 -0.085
C -1.1067 -4.0041 2.2866 -0.435
O -1.9927 -4.8676 2.9650 -0.121
O -1.7833 -2.7847 2.1822 -0.644
C 0.3429 -3.9449 2.9740 0.871
F 1.2135 -3.0977 2.4169 -0.079
F 0.2810 -3.7363 4.2967 -0.283
F 0.9063 -5.1210 2.8024 -0.378
C -1.7152 -6.2436 2.8591 -0.141
C -2.8200 -7.0143 3.6156 -1.300
H -3.7963 -6.5735 3.4143 0.306
H -2.8135 -8.0576 3.2998 0.364
H -2.7784 -6.7918 4.6818 0.271
H -0.7291 -6.5759 3.1836 0.220
H -1.7838 -6.5414 1.8128 0.279
H -0.9298 -4.3951 1.2847 0.129
C -2.0652 3.3804 2.3653 -0.465
O -2.7177 2.9040 1.1654 0.231
O -2.0250 2.1889 3.0989 -0.610
C -0.7536 4.3186 2.1373 0.837
F -1.1679 5.5119 1.6062 -0.276
F -0.0875 4.5468 3.2996 -0.342
F 0.1446 3.7893 1.3654 -0.186
C -3.1179 3.8680 0.1636 0.418
C -4.0485 3.0978 -0.7079 -0.701
H -4.3566 3.7608 -1.5164 0.479
H -3.5259 2.2358 -1.1228 -0.180
H -4.9848 2.8549 -0.2055 0.204
H -2.2735 4.2611 -0.4026 -0.640
H -3.6422 4.7236 0.5892 0.297
H -2.7552 4.0642 2.8596 -0.067
C 5.8564 0.4485 7.2738 -0.816
O 5.1084 -0.0479 6.1374 -0.235
P 3.6480 0.5959 5.7899 0.423
O 2.7149 0.7268 6.9249 -0.725
O 4.0445 1.9918 5.0604 -0.282
C 4.8449 2.0322 3.8756 0.036
O 3.0661 -0.4077 4.6563 0.343
C 3.1469 -1.7691 4.8774 -0.260
H 6.5515 1.2169 6.9353 0.239
H 6.3505 -0.3470 7.8315 0.241
H 5.1398 0.8118 8.0103 0.344
H 4.6883 1.1633 3.2363 -0.282
H 5.8788 1.9309 4.2056 0.271
H 4.6356 2.9485 3.3237 0.271
H 3.6325 -2.0868 5.8001 0.461
H 3.5043 -2.3916 4.0571 -0.063
H 2.0957 -2.0469 4.8017 0.021
C 0.8537 4.3888 -4.1412 -0.627
O -0.4620 4.7251 -3.7501 0.075
P -1.0588 6.2389 -3.6634 0.779
O -2.4703 6.2386 -3.2972 -0.679
O -0.1718 7.0608 -2.6088 -0.423
C 0.1143 6.5745 -1.3009 -0.116
O -0.7366 6.8786 -5.1116 -0.342
C -1.4531 6.4148 -6.2567 -0.701
H 1.4954 5.2695 -4.1644 0.465
H 0.8854 4.0570 -5.1790 0.252
H 1.2898 3.5524 -3.5950 0.133
H -0.3636 5.6106 -1.1259 -0.207
H -0.2142 7.3671 -0.6286 0.280
H 1.1639 6.3382 -1.1255 0.301
H -2.1806 7.2185 -6.3710 0.274
H -1.9887 5.4681 -6.1862 0.313
H -0.7994 6.3439 -7.1260 0.248
C 6.7985 1.7128 -5.3340 -0.764
O 6.0940 0.8306 -4.5270 -0.296
P 4.6281 0.2945 -5.0479 0.774
O 4.7492 -0.3783 -6.3900 -0.746
O 4.0137 -0.6957 -3.8707 -0.207
C 4.1209 -0.5535 -2.5048 -0.732
O 3.5624 1.4965 -4.9418 -0.093
C 2.4208 1.5139 -5.7887 -0.538
H 7.7884 1.2708 -5.4474 0.252
H 6.8084 2.6670 -4.8070 0.267
H 6.3718 1.8675 -6.3250 0.330
H 3.1910 -0.9291 -2.0779 0.228
H 4.2763 0.4569 -2.1266 0.426
H 4.9378 -1.1827 -2.1512 0.419
H 2.4789 2.3850 -6.4414 0.288
H 1.4774 1.5868 -5.2477 0.038
H 2.4100 0.6535 -6.4578 0.393
C -0.2634 0.3223 5.7938 0.629
O -1.0410 -0.6870 6.3902 -0.338
P -2.5896 -0.8145 6.0592 1.009
O -3.0447 -0.7328 4.6293 -0.366
O -3.2977 0.2962 7.0521 -0.415
C -3.8332 1.4377 6.4333 -0.264
O -3.0478 -2.2069 6.8223 -0.513
C -2.6948 -3.4468 6.2700 -0.408
H 0.1278 0.9114 6.6233 0.252
H -0.8473 0.9764 5.1463 0.082
H 0.6637 0.0710 5.2786 -0.723
H -3.1825 1.7407 5.6130 -0.012
H -3.8896 2.1872 7.2227 0.242
H -4.7432 1.1973 5.8836 0.240
H -2.1125 -3.3582 5.3529 0.008
H -3.5960 -3.9917 5.9889 0.231
H -2.1492 -4.1275 6.9236 0.323
C 7.4354 -2.0675 -0.1045 -0.798
O 6.2689 -2.7636 -0.2537 -0.197
P 5.2461 -3.1022 0.9705 0.546
O 5.8980 -3.1974 2.3307 -0.722
O 4.5880 -4.5254 0.4416 -0.410
C 3.4665 -5.0820 1.1609 -0.486
O 3.9798 -2.0584 0.9362 0.522
C 4.1808 -0.6959 1.2631 -0.133
H 7.6621 -1.7015 0.8968 0.348
H 7.3519 -1.1346 -0.6621 0.258
H 8.2623 -2.6751 -0.4721 0.246
H 3.7079 -6.1362 1.2969 0.340
H 2.5761 -5.0501 0.5331 0.328
H 3.2063 -4.6007 2.1036 0.085
H 3.8979 -0.0823 0.4078 0.179
H 5.2187 -0.3651 1.3002 0.480
H 3.7523 -0.3971 2.2198 -0.576
C -8.5379 1.9750 -2.3818 -0.882
O -7.4756 1.8342 -1.4295 -0.206
P -6.9202 0.3496 -1.0781 0.904
O -5.9001 0.2568 -0.0161 -0.295
O -8.2850 -0.4704 -0.7102 -0.409
C -8.9644 -0.0971 0.4558 -0.749
O -6.4344 -0.3046 -2.4555 -0.396
C -5.3635 0.3147 -3.1098 -0.481
H -8.8200 1.0821 -2.9397 0.349
H -8.2814 2.6926 -3.1612 0.314
H -9.4414 2.3391 -1.8929 0.290
H -9.8489 0.4326 0.1017 0.265
H -8.4238 0.5985 1.0977 0.320
H -9.2750 -0.9897 0.9988 0.249
H -5.3290 0.2619 -4.1980 0.388
H -4.4678 -0.2166 -2.7881 0.094
H -5.2003 1.3805 -2.9502 0.222
C -0.1042 -4.7060 -7.7667 -0.728
O -1.1060 -4.2590 -6.8127 -0.328
P -0.6028 -3.8658 -5.3367 0.823
O -0.0030 -4.9595 -4.5343 -0.735
O 0.4300 -2.6181 -5.5503 -0.165
C 1.0280 -1.9686 -4.4876 -0.034
O -1.8839 -3.2268 -4.6252 -0.242
C -2.6085 -2.1488 -5.3526 -0.415
H 0.8222 -5.0597 -7.3140 0.326
H 0.1172 -3.9148 -8.4830 0.271
H -0.3173 -5.5524 -8.4195 0.276
H 2.0457 -2.3116 -4.3012 0.199
H 0.3517 -2.0644 -3.6382 0.319
H 1.0521 -0.8964 -4.6824 -0.254
H -1.9276 -1.8327 -6.1429 0.314
H -2.8825 -1.3679 -4.6432 0.089
H -3.5645 -2.4315 -5.7934 0.259
```

LUMO level in eV: 4.40
Total charge: -3
HOMO energy in Ha: 0.0426

# 3
A structure of composition C33H82Cu2N5O14, computed with ωB97M-V with the def2-TZVPD basis set.

Geometry as XYZ:
```
136
Properties=species:S:1:pos:R:3:mulliken_charge:R:1
Cu -1.3844 15.4246 -19.3420 0.830
Cu 0.5938 9.9073 -15.0504 0.944
O -0.9942 15.9921 -12.8112 -0.378
C -0.7390 15.3057 -13.9089 0.790
O -0.5268 14.0820 -13.9054 -0.410
O -0.7163 15.8328 -15.0017 -0.350
H -1.2974 15.3125 -12.2048 0.335
C -1.9040 22.3782 -12.8320 -0.960
C -2.6591 23.6301 -12.5415 -0.147
O -1.7823 24.7466 -12.6397 -0.543
H -1.2049 22.5011 -13.6592 0.288
H -2.5051 21.5217 -13.1372 0.316
H -1.4255 22.0390 -11.9132 0.260
H -3.0195 23.6598 -11.5132 0.188
H -3.4927 23.9346 -13.1744 0.293
H -2.2855 25.5443 -12.4610 0.306
C -8.4593 14.4469 -10.6541 -0.771
O -7.2607 13.9585 -10.0549 -0.294
C -6.2520 13.7597 -11.0314 -0.598
C -5.0769 12.9480 -10.4819 -0.705
N -4.2222 13.7159 -9.5948 -0.293
C -3.2239 12.8381 -8.9668 -0.600
C -2.4596 13.6336 -7.8930 -0.588
O -3.2989 13.9388 -6.8149 -0.308
C -2.8224 14.9281 -5.8765 -0.727
H -8.7140 13.8631 -11.5386 0.316
H -8.4411 15.4402 -11.1025 0.313
H -9.3074 14.3693 -9.9737 0.273
H -5.8934 14.7408 -11.3427 0.307
H -6.5694 13.2356 -11.9329 0.445
H -4.4104 12.7099 -11.3109 0.363
H -5.4443 12.0291 -10.0250 0.357
H -4.8751 14.0851 -8.9184 0.262
H -2.5018 12.6291 -9.7561 0.297
H -3.6280 11.8841 -8.6281 0.388
H -2.0174 14.5771 -8.2130 0.302
H -1.6174 13.0579 -7.5091 0.424
H -2.0406 14.4144 -5.3170 0.302
H -3.6392 15.0973 -5.1749 0.241
H -2.5495 15.8698 -6.3529 0.303
C 6.7556 20.3187 -7.4396 -0.760
O 6.7459 19.2560 -8.3544 -0.312
C 5.4812 18.5377 -8.2393 -0.489
C 5.6511 17.1360 -8.8144 -0.737
N 6.0162 16.9991 -10.2018 0.077
C 5.2176 17.7707 -11.1757 -0.540
C 5.5846 17.3569 -12.6096 -0.751
O 6.9442 17.7697 -12.9114 -0.304
C 7.2931 17.4861 -14.2666 -0.803
H 5.9556 21.0506 -7.5519 0.319
H 7.6653 20.9085 -7.5516 0.255
H 6.7594 19.8431 -6.4588 0.344
H 4.6724 19.0544 -8.7560 0.385
H 5.0581 18.4546 -7.2382 0.503
H 4.7404 16.5587 -8.6550 0.377
H 6.5166 16.6759 -8.3376 0.387
H 6.9856 17.2541 -10.3254 0.402
H 5.4025 18.8355 -11.0342 0.371
H 4.1333 17.6833 -11.1073 0.491
H 4.9300 17.8764 -13.3094 0.442
H 5.2976 16.3218 -12.7946 0.409
H 6.9996 16.5027 -14.6341 0.327
H 8.3791 17.5414 -14.3410 0.280
H 6.8171 18.0850 -15.0430 0.324
C -4.2628 18.1486 -18.7045 -0.824
O -3.4931 17.6231 -19.8098 -0.143
C -4.2099 17.6631 -21.0591 -0.475
C -3.5478 16.7361 -22.1072 -0.960
N -2.0617 16.7774 -22.1306 -0.180
C -1.4819 18.0187 -22.6195 -0.710
C -0.2807 18.4341 -21.7188 -0.688
O -0.7518 18.3945 -20.3859 -0.132
C 0.2511 18.8901 -19.4927 -0.919
H -4.3076 19.2377 -18.7134 0.305
H -3.7921 17.8567 -17.7657 0.232
H -5.2494 17.6970 -18.6005 0.362
H -4.2254 18.6989 -21.3981 0.346
H -5.2648 17.4638 -20.8707 0.506
H -3.9932 16.8611 -23.0941 0.341
H -3.7421 15.6932 -21.8570 0.347
H -1.8654 16.0026 -22.7482 0.301
H -2.2073 18.8253 -22.7254 0.267
H -1.0322 17.7938 -23.5866 0.401
H 0.0408 19.4268 -22.0337 0.409
H 0.5944 17.8391 -21.9802 0.417
H -0.0001 19.0967 -18.4524 0.279
H 0.6650 19.8220 -19.8778 0.328
H 1.1030 18.2106 -19.5157 0.362
C -5.7349 20.9302 -7.9696 -0.707
O -6.4372 22.1836 -7.8496 -0.327
C -7.7026 22.2107 -8.6041 -0.581
C -8.1773 23.6861 -8.5180 -0.723
N -8.5021 23.9135 -7.0764 -0.340
C -8.8684 25.3003 -6.8158 -0.613
C -9.0734 25.4653 -5.2972 -0.639
O -7.8764 25.0675 -4.5235 -0.326
C -8.0562 25.1187 -3.1386 -0.744
H -6.3317 20.2503 -7.3616 0.302
H -4.7083 21.0312 -7.6174 0.222
H -5.7392 20.5672 -8.9974 0.276
H -8.4775 21.5749 -8.1758 0.345
H -7.5531 22.0270 -9.6681 0.458
H -9.0371 23.8806 -9.1591 0.410
H -7.3360 24.2762 -8.8814 0.332
H -7.7475 23.6131 -6.4759 0.318
H -9.7709 25.5630 -7.3677 0.358
H -8.0656 25.9985 -7.0526 0.326
H -9.8880 24.8344 -4.9414 0.364
H -9.3261 26.4997 -5.0641 0.448
H -8.5802 24.2183 -2.8180 0.298
H -8.5843 25.9934 -2.7590 0.305
H -7.0528 25.2030 -2.7213 0.235
C 2.9526 1.9813 -15.8199 -0.743
O 2.3000 3.2039 -15.6832 -0.331
C 2.6861 4.1576 -16.7430 -0.522
C 2.1738 5.5698 -16.4135 -0.856
N 2.4668 6.1463 -15.1214 -0.224
C 3.9242 6.2703 -14.9752 -0.652
C 4.1903 7.0607 -13.6757 -0.806
O 3.4182 8.2854 -13.7544 -0.231
C 3.6915 9.1485 -12.6265 -0.720
H 4.0308 2.0901 -15.9366 0.343
H 2.4698 1.3932 -16.6003 0.288
H 2.7377 1.5180 -14.8569 0.243
H 2.4482 3.7502 -17.7255 0.461
H 3.7748 4.2107 -16.7508 0.313
H 1.0845 5.6099 -16.4131 0.385
H 2.5876 6.2242 -17.1806 0.395
H 2.0457 5.5166 -14.4533 0.293
H 4.4241 6.6817 -15.8520 0.454
H 4.3235 5.2660 -14.8332 0.335
H 5.2667 7.1541 -13.5314 0.443
H 3.9170 6.4394 -12.8228 0.388
H 2.9633 9.9580 -12.5743 0.160
H 4.7440 9.4294 -12.5884 0.290
H 3.4952 8.5825 -11.7158 0.352
```

ΔE to the lowest compared entry with this formula, charge and spin in eV: 9.043
LUMO level (spin up / spin down) in eV: -9.88 / -10.54
Total charge: +3
HOMO energy (spin up / spin down) in Ha: -0.4154 / -0.4153
2S+1: 3

> Among the records above, which one has the lowest total charge?

C33H81F9O34P7